# 1
2 unconnected molecules or ions with the total composition C5H10N in a non-equilibrium geometry. Source: the OMol25 dataset; level of theory: ωB97M-V/def2-TZVPD.

Summary:
Spin multiplicity   1
Net charge   +1
DFT total energy   -250.8889 hartree
Frontier orbital gap   8.28 eV
Relative energy (zero: lowest compared OMol25 entry of this formula, charge and spin)   3.166 eV

Geometry (Å):
1 C -0.65 0.89 1.55
2 C -0.68 -2.18 -0.04
3 C -1.45 -0.28 1.25
4 C 1.40 1.29 -1.96
5 C 1.71 0.32 -1.11
6 N -1.20 -1.29 0.61
7 H -1.45 1.63 1.88
8 H -0.46 1.39 0.59
9 H 0.14 -2.87 0.36
10 H -1.00 -2.44 -1.06
11 H -2.40 -0.34 1.72
12 H 0.09 0.71 2.33
13 H 1.20 2.32 -1.68
14 H 1.37 1.10 -3.03
15 H 1.59 0.43 -0.06
16 H 1.79 -0.69 -1.35

---

# 2
A gas-phase ion, C5H10N (charge +1) in a non-equilibrium geometry. Source: the OMol25 dataset; level of theory: ωB97M-V/def2-TZVPD.

Summary:
Spin multiplicity   1
Net charge   +1
DFT total energy   -250.7832 hartree
Frontier orbital gap   9.42 eV
Relative energy (zero: lowest compared OMol25 entry of this formula, charge and spin)   6.043 eV

Geometry (Å):
1 C -1.58 0.96 -0.06
2 C -0.38 -1.20 0.95
3 C 0.44 -0.20 0.06
4 C -0.09 1.25 -0.03
5 C 1.73 -0.37 -0.52
6 N -0.80 -0.98 -0.34
7 H -1.00 -1.36 -1.07
8 H -1.85 0.49 0.80
9 H -0.03 -2.16 1.14
10 H -0.80 -0.66 1.94
11 H -2.44 1.13 -0.75
12 H 0.52 2.09 -0.65
13 H -0.09 2.07 0.71
14 H 2.56 -0.13 0.18
15 H 1.98 0.36 -1.36
16 H 1.84 -1.31 -1.01